[1]
Molecular formula: C11H10BrF3O3RhS
Method: DFT, ωB97M-V/def2-TZVPD

HOMO (alpha / beta) ... -2.84 / -4.52 eV
HOMO-LUMO gap (alpha / beta) ... 0.2239 / 0.1941 Eh
Total charge ... -1
Spin multiplicity ... 5

```
30
C11H10BrF3O3RhS | the Open Molecules 2025 dataset | ωB97M-V/def2-TZVPD
C -1.91575 -0.84234 -0.82046
C -1.72540 -1.34873 0.50237
C -1.76844 -0.23919 1.41389
H -1.54656 -2.37848 0.77128
C -1.97004 0.95176 0.64323
C -2.03182 0.57676 -0.73167
H -2.16329 1.25501 -1.56469
H -1.93788 -1.43424 -1.72458
H -1.64033 -0.28938 2.48353
H -2.01094 1.95337 1.04336
Rh -0.07306 0.03300 0.01318
Br 1.16183 -0.84474 -1.79543
C 2.78084 0.68036 -4.90090
C 1.67892 1.47186 -5.33462
C 0.68522 0.59428 -5.85672
H 1.60981 2.55320 -5.28027
C 1.17364 -0.73929 -5.74594
C 2.46873 -0.68619 -5.15492
H 3.10601 -1.53669 -4.93858
H 3.69804 1.05219 -4.45694
H -0.27356 0.88992 -6.27015
H 0.65246 -1.63804 -6.05894
F 3.71805 0.26687 3.63563
C 3.27621 -0.40493 2.55939
F 3.78586 0.12321 1.44527
F 3.60025 -1.69816 2.65950
S 1.27108 -0.22492 2.52949
O 0.82999 -0.57309 3.83878
O 1.02623 1.15308 2.18910
O 0.65160 -1.20763 1.45883
```


[2]
Molecular formula: C32H25N7O3ReS2
Method: DFT, ωB97M-V/def2-TZVPD

HOMO (alpha / beta) ... -7.61 / -7.41 eV
HOMO-LUMO gap (alpha / beta) ... 0.2479 / 0.2497 Eh
Spin multiplicity ... 2

```
70
C32H25N7O3ReS2 | the Open Molecules 2025 dataset | ωB97M-V/def2-TZVPD
Re 0.42063 1.42233 -1.60468
N 2.90775 4.61082 -3.18190
C 2.01170 3.89186 -2.45547
S 0.82063 2.96734 -3.37736
N 2.07671 3.95239 -1.16453
N 1.06616 3.16973 -0.59921
C 0.53749 3.62721 0.47313
C -0.73276 3.13998 0.95628
C -1.14631 3.45545 2.26159
C -2.40309 3.12771 2.71018
C -3.29758 2.51618 1.81987
C -2.93224 2.24174 0.52267
C -1.63661 2.52333 0.06653
O -1.34402 2.23303 -1.19631
H 2.79517 4.68987 -4.17465
H 3.51336 5.24917 -2.69754
H 1.00214 4.49565 0.93724
H -0.44715 3.96265 2.91898
H -2.70507 3.35688 3.72342
H -4.29584 2.25895 2.15391
H -3.61957 1.77605 -0.17262
O 2.22405 0.79638 -2.09224
C 2.57512 0.43877 -3.32563
C 3.89007 0.69659 -3.73348
C 4.31343 0.34675 -4.99427
C 3.45100 -0.30872 -5.88513
C 2.17101 -0.59379 -5.48402
C 1.70143 -0.20977 -4.21446
C 0.38818 -0.63138 -3.81126
N -0.19817 -0.20552 -2.75136
N -1.34929 -0.89855 -2.36075
C -1.45015 -0.72337 -1.07229
O -0.59446 -0.05062 -0.36673
C -2.56526 -1.38917 -0.34428
C -2.58259 -1.34482 1.04620
C -3.60894 -1.95973 1.75047
C -4.62846 -2.60781 1.06535
C -4.61981 -2.64027 -0.32484
C -3.58913 -2.03755 -1.02905
H 4.54237 1.19919 -3.03027
H 5.32611 0.57944 -5.29960
H 3.79303 -0.59399 -6.87069
H 1.49367 -1.11659 -6.15036
H -0.11781 -1.41592 -4.36976
H -1.78438 -0.82365 1.55969
H -3.61071 -1.93774 2.83319
H -5.43162 -3.08506 1.61286
H -5.41918 -3.13877 -0.85878
H -3.56389 -2.06049 -2.11022
S 2.47272 -2.57815 3.97121
C 2.21390 -1.40920 2.65120
C 2.40844 -1.78362 1.32940
C 2.15602 -0.85651 0.33297
N 1.73064 0.38418 0.58101
C 1.58055 0.74266 1.85229
C 1.81438 -0.11020 2.91763
C 0.77596 -3.11078 4.13833
C -0.15462 -2.33770 4.81774
C -1.45782 -2.80178 4.91262
N -1.87181 -3.95890 4.39426
C -0.96453 -4.69499 3.75356
C 0.36369 -4.31858 3.59851
H 2.72945 -2.78612 1.07964
H 2.27836 -1.12316 -0.70914
H 1.23749 1.75175 2.03419
H 1.67203 0.23265 3.93349
H 0.12934 -1.39524 5.26661
H -2.20621 -2.21628 5.43556
H -1.31596 -5.63224 3.33693
H 1.06089 -4.94995 3.06415
```


[3]
Molecular formula: C10H21Cl2OPRu
Method: DFT, ωB97M-V/def2-TZVPD

HOMO (alpha / beta) ... -1.55 / -3.65 eV
HOMO-LUMO gap (alpha / beta) ... 0.1566 / 0.2329 Eh
Total charge ... -1
Spin multiplicity ... 6

```
36
C10H21Cl2OPRu | the Open Molecules 2025 dataset | ωB97M-V/def2-TZVPD
Ru 0.73117 1.11347 0.39034
Cl 0.54146 3.24594 -0.34733
Cl 0.65299 1.86981 2.57844
C 2.49592 0.68483 0.04363
H 3.04816 0.07305 -0.69400
H 3.20372 1.12139 0.78214
C -0.60214 0.41947 -1.24991
C 0.65508 -0.26832 -1.51251
H -1.35982 -0.11757 -0.66176
C 1.46396 0.05648 -2.71618
H 0.79024 -1.26347 -1.07308
C 1.18418 1.48059 -3.22475
H 2.53482 -0.07345 -2.52831
H 1.21535 -0.65675 -3.52041
C -0.30243 1.70680 -3.46955
H 1.54124 2.21229 -2.49140
H 1.73627 1.65452 -4.15760
C -1.18872 1.40009 -2.24850
H -0.47431 2.74174 -3.78925
H -0.62994 1.07710 -4.31035
H -1.44351 2.33291 -1.73295
H -2.14961 1.00796 -2.61409
C 0.26814 -1.43068 3.88716
P -0.67764 -1.40170 2.36624
C -1.33834 -3.04591 2.07814
C -2.06564 -0.29209 2.57763
O 0.19373 -0.99438 1.19051
H -0.36270 -1.73860 4.73032
H 0.66465 -0.42278 4.05856
H 1.09330 -2.14313 3.76882
H -2.00399 -3.34042 2.89855
H -1.89890 -3.04863 1.13563
H -0.50603 -3.75665 2.01121
H -1.67018 0.69214 2.85889
H -2.60834 -0.21661 1.62770
H -2.73212 -0.67939 3.35804
```


[4]
Molecular formula: C3H6O2
Method: DFT, ωB97M-V/def2-TZVPD

HOMO ... -9.31 eV
HOMO-LUMO gap ... 0.3736 Eh
SMILES ... O[C@@H]1C[C@@H]1O

```
11
C3H6O2 | the Open Molecules 2025 dataset | ωB97M-V/def2-TZVPD
O -0.98411 0.48456 -1.20930
C 0.24049 0.56733 -0.52147
C 0.15557 0.41346 0.97136
C 0.60612 -0.74261 0.11438
O -0.21198 -1.82085 -0.19190
H -1.58254 1.11314 -0.78548
H 0.96671 1.23096 -0.98830
H -0.81358 0.32954 1.44966
H 0.93271 0.91174 1.54656
H 1.61977 -1.03565 0.35145
H -0.92916 -1.45161 -0.73695
```


[5]
Molecular formula: C18H27EuN2O6P2
Method: DFT, ωB97M-V/def2-TZVPD

HOMO (alpha / beta) ... -10.72 / -11.98 eV
HOMO-LUMO gap (alpha / beta) ... 0.2881 / 0.3348 Eh
Total charge ... +1
Spin multiplicity ... 8

```
56
C18H27EuN2O6P2 | the Open Molecules 2025 dataset | ωB97M-V/def2-TZVPD
Eu -0.40997 -0.20597 0.35266
P -0.49191 2.91321 0.10665
C -1.35571 3.15296 -1.50731
C -1.73621 1.95317 -2.36765
N -1.57626 0.69036 -1.90292
C -1.93633 -0.33980 -2.70014
C -2.36923 -0.13787 -4.01517
C -2.52404 1.15222 -4.50736
C -2.23555 2.21110 -3.64790
C -1.78397 -1.79451 -2.24061
P -2.32740 -2.35365 -0.54615
H -2.34971 3.25091 -3.95177
H -2.56393 -1.02888 -4.61373
H -2.88294 1.29647 -5.52867
H -2.38865 -2.41007 -2.93055
H -0.71564 -2.08484 -2.34000
H -2.26180 3.67611 -1.20253
H -0.82099 3.92154 -2.08740
H -5.68584 3.08362 2.28339
O -6.05465 2.34834 1.78287
H -5.79456 2.49817 0.84821
H -0.79084 1.87809 3.05788
O -1.12400 1.02931 2.69297
H -1.23897 0.49268 3.50764
C -4.11775 -2.62597 -0.83519
H -4.30652 -3.47824 -1.50460
H -4.59144 -2.81829 0.13710
H -4.57325 -1.72147 -1.25082
C -1.81907 -4.12423 -0.71081
H -1.63011 -4.50040 0.29868
H -2.59457 -4.73758 -1.18456
H -0.88790 -4.21973 -1.27493
C 1.29114 3.15643 -0.28830
H 1.60554 4.17848 0.00712
H 1.87243 2.44836 0.32993
H 1.50833 2.95987 -1.35277
C -0.82818 4.59252 0.81572
H -0.34624 4.63001 1.80595
H -0.41843 5.43846 0.23351
H -1.91286 4.77122 0.92462
O 1.03610 -1.81720 1.47015
C 2.08573 -1.16346 1.10896
O 1.99650 -0.14970 0.30924
C 3.44631 -1.53166 1.66795
C 4.59869 -0.85008 1.23754
C 5.85363 -1.13977 1.76325
C 5.96591 -2.12196 2.76645
C 4.81880 -2.77155 3.26094
C 3.57680 -2.48445 2.69626
N 7.26189 -2.53050 3.20829
O 8.25890 -1.97684 2.68714
O 7.37667 -3.42636 4.07609
H 4.51955 -0.07044 0.48659
H 6.75728 -0.63768 1.42394
H 4.93199 -3.49209 4.07127
H 2.68322 -2.97834 3.07289
```


[6]
Molecular formula: C4H5NO2
Method: DFT, ωB97M-V/def2-TZVPD

HOMO ... -8.32 eV
HOMO-LUMO gap ... 0.3108 Eh

```
12
C4H5NO2 | the Open Molecules 2025 dataset | ωB97M-V/def2-TZVPD
O 3.12918 -0.04816 -0.21050
C 1.96688 -0.13985 -0.52369
C 0.84075 0.32192 0.33456
C -0.31154 1.11390 -0.31181
N -0.42266 -0.29344 -0.00141
C -1.45452 -0.83643 0.55029
O -2.59486 -0.21786 0.41891
H 1.64696 -0.53099 -1.51503
H 1.07364 0.46526 1.38945
H -0.13176 1.22331 -1.39127
H -2.30457 0.71460 0.16167
H -1.43750 -1.77227 1.09884
```